# 1
A single C4H5N3O molecule at a distorted geometry. Source: the OMol25 dataset; level of theory: wB97M-V/def2-TZVPD.

```
! wB97M-V def2-TZVPD RIJCOSX def2/J DEFGRID3
* xyz 0 1
H -3.26 -0.50 -0.04
N -2.55 -1.21 0.17
C -1.54 -0.38 -0.20
O -1.64 1.01 -0.18
N -0.38 1.59 0.03
C 0.52 0.53 0.03
C -0.11 -0.68 -0.10
N 1.15 -1.32 -0.39
C 1.88 0.09 0.10
H -0.19 2.51 -0.47
H 1.15 -2.11 0.24
H 2.06 -0.06 1.25
H 2.91 0.51 -0.45
*
```

As for the gap between HOMO and LUMO: 8.30 eV. As for the energy above the lowest of the compared OMol25 structures with the same formula, charge and spin: 7.402 eV. For the lowest unoccupied orbital energy, the calculation gives 0.5 eV. As for the SMILES: [H]/N=c1\o[nH]c2c1NC2.



# 2
A single C4H5N3O molecule at a distorted geometry. Source: the OMol25 dataset; level of theory: wB97M-V/def2-TZVPD.

```
! wB97M-V def2-TZVPD RIJCOSX def2/J DEFGRID3
* xyz 0 1
C 0.54 -0.37 -2.14
N 1.23 -0.71 -1.14
C 0.71 -1.11 0.37
O 1.03 -2.17 0.83
N -0.20 -0.20 0.66
C -0.33 1.22 0.40
C -0.89 -0.50 2.13
N -1.52 -0.52 3.10
H -0.45 0.09 -2.12
H 1.00 -0.51 -3.14
H -0.42 1.80 1.32
H 0.55 1.63 -0.11
H -1.24 1.36 -0.18
*
```

As for the gap between HOMO and LUMO: 10.05 eV. As for the energy above the lowest of the compared OMol25 structures with the same formula, charge and spin: 4.510 eV. For the lowest unoccupied orbital energy, the calculation gives 0.3 eV. As for the SMILES: C=NC(=O)N(C)C#N.



# 3
A single C4H5N3O molecule at a distorted geometry. Source: the OMol25 dataset; level of theory: wB97M-V/def2-TZVPD.

```
! wB97M-V def2-TZVPD RIJCOSX def2/J DEFGRID3
* xyz 0 1
O 2.61 0.87 -1.66
N 1.34 1.00 -1.13
C 1.21 -0.10 -0.52
C -0.18 -0.18 0.30
N -0.84 0.78 0.92
C -2.04 0.18 1.18
C -2.02 -1.21 1.03
N -0.76 -1.31 0.34
H 2.69 2.01 -2.05
H 1.98 -1.07 -0.11
H -2.55 0.75 1.73
H -2.58 -2.13 1.04
H -0.37 -1.97 -0.21
*
```

As for the gap between HOMO and LUMO: 9.40 eV. As for the energy above the lowest of the compared OMol25 structures with the same formula, charge and spin: 6.278 eV. For the lowest unoccupied orbital energy, the calculation gives 0.6 eV. As for the SMILES: O/N=C/c1ncc[nH]1.